A 9-piece molecular cluster, C18H54O9 overall at a distorted geometry. Source: the Open Molecules 2025 dataset; level of theory: ωB97M-V/def2-TZVPD.

The geometry in XYZ format:
```
81
Properties=species:S:1:pos:R:3:mulliken_charge:R:1
C 2.4596 -3.3825 -1.0446 -0.85
C 1.6886 -4.7497 -1.2577 0.68
C 1.0582 -4.7705 -2.6157 -1.30
O 2.6763 -5.7651 -1.1908 -0.58
H 2.7232 -3.2245 0.0012 0.28
H 1.7831 -2.5731 -1.3190 -0.08
H 3.3854 -3.4039 -1.6194 0.40
H 0.9365 -5.0076 -0.5121 0.14
H 1.7379 -4.4673 -3.4119 0.32
H 0.2073 -4.0898 -2.6412 0.28
H 0.5296 -5.7125 -2.7622 0.36
H 2.2883 -6.4936 -0.7005 0.36
C 1.7255 1.7376 -5.0827 -1.43
C 0.2712 1.7399 -4.5597 0.90
C -0.3925 3.0569 -5.0229 -1.34
O -0.5547 0.6543 -5.0168 -0.58
H 2.1021 2.7030 -4.7448 0.37
H 1.7140 1.7706 -6.1722 0.36
H 2.3138 0.8570 -4.8249 0.38
H 0.4608 1.6526 -3.4899 -0.11
H -0.5937 3.2114 -6.0830 0.36
H 0.1622 3.9147 -4.6427 0.36
H -1.3423 3.2284 -4.5163 0.35
H -0.6682 0.7124 -5.9683 0.33
C 0.2735 4.7368 -0.1259 -0.84
C -0.8972 5.4193 -0.8542 0.56
C -2.1333 4.6023 -0.7209 -1.17
O -1.1451 6.7116 -0.3365 -0.57
H 0.1226 4.4620 0.9180 0.28
H 1.2132 5.1952 -0.4340 0.44
H 0.3461 3.7935 -0.6671 -0.02
H -0.6689 5.4766 -1.9185 0.13
H -2.0390 3.6608 -1.2620 0.18
H -3.0372 5.1123 -1.0541 0.40
H -2.2409 4.3490 0.3338 0.30
H -0.3400 7.2337 -0.3647 0.33
C 3.2344 -1.1218 5.5932 -1.24
C 2.0277 -0.1786 5.4504 0.73
C 1.9707 0.8381 4.3345 -1.35
O 0.8481 -0.8919 5.4621 -0.15
H 3.1882 -1.7671 4.7160 0.35
H 3.0649 -1.7467 6.4700 0.40
H 4.1364 -0.5160 5.6803 0.36
H 1.9092 0.4149 6.3570 0.25
H 1.0062 1.3017 4.1272 0.56
H 2.2705 0.3770 3.3935 0.29
H 2.5486 1.7274 4.5862 0.42
H 0.1380 -0.2672 5.2977 0.36
C -1.7920 -3.7792 0.5005 -1.09
C -1.8841 -3.1062 1.9508 0.34
C -0.5605 -2.9667 2.7156 -0.84
O -2.3358 -1.8117 1.8478 -0.57
H -1.5032 -4.8238 0.3840 0.38
H -1.1449 -3.1060 -0.0618 0.10
H -2.7602 -3.7121 0.0043 0.36
H -2.6034 -3.7195 2.4935 0.31
H -0.7857 -2.5884 3.7127 0.22
H 0.2601 -2.4173 2.2543 0.06
H 0.0662 -3.8510 2.8311 0.51
H -1.8174 -1.4306 1.1353 0.07
C -0.1830 0.9665 1.3777 -1.11
C -0.3871 0.6523 -0.0638 1.63
C 0.8526 0.0875 -0.8426 -1.52
O -1.3432 -0.3905 -0.1317 0.25
H -0.5735 0.2064 2.0543 0.10
H -0.7768 1.7730 1.8079 0.27
H 0.8856 0.9783 1.5923 0.21
H -0.7440 1.5649 -0.5412 -0.64
H 1.1008 -0.8545 -0.3536 0.03
H 1.7129 0.7414 -0.6994 0.50
H 0.7159 -0.1105 -1.9057 0.49
H -1.5726 -0.6680 -1.0216 -0.06
O -2.1599 -0.3367 -2.8679 -0.45
H -2.9620 -0.5956 -3.3215 0.21
H -1.6406 0.1115 -3.5354 0.32
O -2.6602 -0.2657 3.8493 -0.72
H -2.8344 0.4725 3.2654 0.28
H -2.5533 -1.0151 3.2635 0.47
O -3.3748 1.2645 1.1968 -0.59
H -4.0209 1.7004 0.6412 0.28
H -3.0892 0.5080 0.6845 0.20
```

Computed properties:
DFT total energy   -1394.9418 hartree
Charge   +1
Energy above the lowest of the compared OMol25 structures with the same formula, charge and spin   0.00 kJ/mol
<S²>   0.7542
E_LUMO (spin up / spin down)   -0.105 / -0.339 Eh
Spin multiplicity   2
Gap between HOMO and LUMO (spin up / spin down)   9.05 / 2.69 eV